A cluster of 2 separate species, C5H11O2 in total in a non-equilibrium geometry. Source: the Open Molecules 2025 dataset; level of theory: wB97M-V/def2-TZVPD.

Last column: Löwdin charge in e.
Cartesian coordinates (Å):
C (-0.72804, 2.81161, 1.01621)  -0.0668
C (0.49377, 2.40817, 2.01463)  -0.8242
O (1.26813, 3.31828, 2.24676)  -0.0861
O (0.51733, 1.20681, 2.35796)  -0.1205
H (-1.06979, 3.82190, 1.38555)  0.0517
H (-1.49083, 2.08326, 0.99148)  0.0038
H (-0.35473, 2.91285, -0.05482)  0.0532
C (0.08068, -1.46809, -0.40554)  -0.3446
C (0.26276, -0.59910, -1.63141)  -0.1461
C (-0.01833, -2.97509, -0.55949)  -0.1641
H (1.08250, -1.45360, 0.08521)  0.1081
H (-0.81301, -1.04282, 0.20066)  0.1326
H (0.59550, -1.21110, -2.40330)  0.0235
H (0.03905, -3.48776, 0.38725)  0.0480
H (-1.01476, -3.30247, -1.06242)  0.0926
H (0.91521, 0.34097, -1.58978)  0.0940
H (-0.69251, -0.07572, -1.92573)  0.0743
H (0.92707, -3.28811, -1.05323)  0.0706

Results
energy = -347.60643 Eh
lowest unoccupied orbital energy = 3.490 eV
orbital gap = 7.20 eV
net charge = -1

---

A cluster of 2 separate species, C22H17NS in total in a non-equilibrium geometry. Source: the Open Molecules 2025 dataset; level of theory: wB97M-V/def2-TZVPD.

Last column: Löwdin charge in e.
Cartesian coordinates (Å):
C (-3.81588, -0.33803, 4.15063)  -0.0689
C (-4.19829, 0.85288, 3.51958)  -0.0708
C (-3.27523, 1.57774, 2.76517)  -0.0218
C (-1.92415, 1.17316, 2.71831)  -0.1823
C (-0.93049, 1.89762, 1.91821)  -0.0620
C (-1.28370, 2.37361, 0.64212)  -0.0059
C (-0.44352, 3.05533, -0.23346)  -0.0035
C (-0.87379, 3.68250, -1.46372)  -0.2266
C (0.04261, 4.48340, -2.19072)  -0.0137
C (-0.31216, 5.03684, -3.41579)  -0.0629
C (-1.59205, 4.80909, -3.94794)  -0.0591
C (-2.51925, 4.04551, -3.22455)  -0.0673
C (-2.17353, 3.49195, -1.99036)  -0.0076
C (0.40214, 2.10494, 2.49388)  -0.1812
C (1.55757, 1.91072, 1.72336)  -0.0246
C (2.83091, 2.09147, 2.25421)  -0.0430
C (2.97213, 2.52017, 3.57814)  -0.0629
C (1.83157, 2.72052, 4.37215)  -0.0722
C (0.56428, 2.47532, 3.85279)  -0.0193
C (-1.53946, 0.00146, 3.41194)  -0.0088
C (-2.48661, -0.77338, 4.07348)  -0.0650
H (-4.55023, -0.92929, 4.69834)  0.1073
H (-5.22422, 1.21423, 3.60424)  0.1074
H (-3.57136, 2.48846, 2.23700)  0.1188
H (-2.31233, 2.18249, 0.32375)  0.1079
H (0.54340, 3.34602, 0.12273)  0.1130
H (1.03035, 4.65885, -1.75939)  0.1242
H (0.40993, 5.64702, -3.96053)  0.1090
H (-1.86433, 5.22638, -4.91743)  0.1076
H (-3.52151, 3.87635, -3.62126)  0.1067
H (-2.90716, 2.92203, -1.41526)  0.1072
H (1.43184, 1.58185, 0.69326)  0.0710
H (3.69964, 1.90457, 1.62277)  0.1146
H (3.96483, 2.69582, 3.99119)  0.1067
H (1.93204, 3.06713, 5.40154)  0.1060
H (-0.32763, 2.60006, 4.47498)  0.1226
H (-0.49205, -0.31307, 3.37260)  0.1295
H (-2.18112, -1.71576, 4.53037)  0.1103
N (0.84218, 1.42098, -1.47506)  0.0341
C (1.89496, 0.87057, -1.62376)  -1.0238
S (3.28214, 0.08199, -1.84535)  0.4497

Results
energy = -1301.40663 Eh
lowest unoccupied orbital energy = -2.269 eV
orbital gap = 4.82 eV

---

A structure of composition C18H10I2N4O6PdS2Se. Source: the Open Molecules 2025 dataset; level of theory: wB97M-V/def2-TZVPD.

Last column: Mulliken spin population.
Cartesian coordinates (Å):
Pd (-0.46457, 0.29334, 0.41518)  1.4616
Se (-3.70475, 1.15944, -6.59030)  0.0007
N (-2.56957, 2.15787, -5.65010)  -0.0001
C (-2.31129, 1.50399, -4.55049)  0.0000
C (-1.42004, 2.00616, -3.50583)  0.0014
C (-0.75815, 3.22797, -3.61758)  0.0000
C (0.07272, 3.62856, -2.59993)  0.0032
C (0.20648, 2.81072, -1.48088)  -0.0016
N (-0.43084, 1.65391, -1.35503)  0.0524
C (-1.22495, 1.23795, -2.36226)  -0.0345
C (-1.87723, -0.07578, -2.21924)  0.0281
N (-1.61124, -0.76930, -1.10374)  0.1407
C (-2.17647, -1.95233, -0.90964)  -0.0068
C (-3.03778, -2.51633, -1.84853)  0.0070
C (-3.31210, -1.82443, -3.00392)  -0.0061
C (-2.72337, -0.57504, -3.20249)  0.0091
C (-2.95906, 0.22789, -4.39973)  0.0015
N (-3.73546, -0.14579, -5.37994)  0.0004
H (-0.90985, 3.82924, -4.50413)  0.0001
H (0.61662, 4.56076, -2.64523)  -0.0004
H (0.84674, 3.10066, -0.66180)  0.0020
H (-1.92765, -2.44484, 0.02030)  0.0100
H (-3.47640, -3.48391, -1.65308)  0.0013
H (-3.97375, -2.21947, -3.76324)  -0.0003
O (1.47424, -0.58725, 1.61622)  0.0121
S (0.57888, -1.48528, 2.36636)  -0.0124
O (1.16050, -2.71225, 2.81985)  0.0094
O (-0.66072, -1.66658, 1.56233)  0.1122
C (0.04356, -0.60609, 3.83876)  -0.0093
C (0.87117, -0.87203, 4.92886)  -0.0008
C (0.62590, -0.33049, 6.17557)  0.0001
C (-0.48228, 0.47523, 6.35957)  0.0000
C (-1.31335, 0.75105, 5.29047)  0.0008
C (-1.06849, 0.23679, 4.01401)  0.0074
S (-2.27845, 1.01601, 2.88732)  0.0091
O (-2.25853, 0.44564, 1.51045)  0.1198
O (-3.55788, 0.82109, 3.49641)  0.0146
O (-1.80355, 2.40030, 2.84255)  0.0000
H (1.70697, -1.54039, 4.77783)  0.0001
H (1.28773, -0.55297, 7.00210)  -0.0001
H (-0.70377, 0.89156, 7.33341)  0.0000
H (-2.17704, 1.38495, 5.43309)  -0.0005
I (0.70727, 2.54130, 2.09340)  0.0639
I (3.23148, 2.58672, 1.16434)  0.0040

Results
energy = -5283.50130 Eh
2S+1 = 3
lowest unoccupied orbital energy (spin up / spin down) = -1.545 / -1.834 eV
orbital gap (spin up / spin down) = 7.49 / 7.30 eV

---

Q: Among the records above, which one has the lowest energy?
A: C18H10I2N4O6PdS2Se